Computed, not measured: a cluster of 2 separate species, C5H13NS in total, with ωB97M-V/def2-TZVPD.

ORCA input file:
```
! wB97M-V def2-TZVPD RIJCOSX def2/J DEFGRID3
* xyz 0 1
C 3.5092 -0.3351 0.1677
C -0.8823 -1.2867 0.3568
C -2.6624 0.4697 0.6329
C -0.7365 0.8460 -0.9409
C -1.6830 -0.1901 -0.3372
N 2.4037 0.4192 -0.3790
S 0.1453 1.7952 0.2933
H 3.9798 0.1195 1.0499
H 3.1549 -1.3373 0.4132
H -1.5480 -2.0121 0.8225
H -0.2417 -0.8470 1.1233
H -0.2438 -1.8012 -0.3605
H -2.1215 0.8882 1.4813
H -3.2109 1.2738 0.1432
H -3.3772 -0.2616 1.0061
H -1.2765 1.5637 -1.5645
H 0.0465 0.3685 -1.5345
H -2.2532 -0.6316 -1.1658
H 2.7266 1.3631 -0.5917
H 4.2710 -0.4043 -0.6162
*
```

Summary:
Lowest unoccupied orbital energy ... -2.079 eV
ΔE to the lowest compared entry with this formula, charge and spin ... 365.1 kJ/mol
HOMO ... -8.55 eV